No. 1
ORCA calculation (ωB97M-V with the def2-TZVPD basis set) on C6H12N2 in the gas phase.

Results
- SMILES = C[C@@H]1[C@@H]2[C@@H](C)N2N1C
- charge = 0
- 2S+1 = 1
- strongest force on any atom (eV Å⁻¹) = 4.054

Geometry (Å):
1 N -0.444 1.038 0.284
2 N 1.002 0.622 -0.015
3 C -0.794 -0.371 0.557
4 C 1.306 -1.755 -0.496
5 C -1.331 0.254 -0.611
6 C 0.628 -0.821 0.560
7 C 2.034 1.292 0.717
8 C -2.772 0.689 -0.725
9 H -0.964 -0.116 -1.525
10 H 1.983 2.335 0.486
11 H -1.560 -0.673 1.349
12 H 1.047 -1.384 -1.483
13 H -3.044 1.553 0.011
14 H 1.102 -2.830 -0.298
15 H 1.138 -1.006 1.513
16 H 2.013 1.124 1.813
17 H 2.953 0.723 0.380
18 H -3.517 -0.139 -0.447
19 H -3.121 0.972 -1.708
20 H 2.340 -1.506 -0.363

Atomic partial charges in e from the natural (NBO) method, atoms 1 to 6: atom 1 (N): -0.24, atom 2 (N): -0.29, atom 3 (C): -0.13, atom 4 (C): -0.61, atom 5 (C): -0.11, atom 6 (C): -0.06



No. 2
ORCA calculation (ωB97M-V with the def2-TZVPD basis set) on 2 unconnected molecules or ions with the total composition C6H12N2.

Results
- charge = 0
- 2S+1 = 1
- strongest force on any atom (eV Å⁻¹) = 3.743

Geometry (Å):
1 N -0.481 -1.584 1.835
2 N 0.144 -1.675 2.970
3 C -0.114 -1.473 0.613
4 C -0.974 -1.627 -0.571
5 C 0.144 1.771 1.366
6 C 0.496 1.763 0.147
7 C 0.977 1.647 -1.039
8 C 0.272 1.560 -2.339
9 H 0.166 0.991 2.064
10 H -1.442 -1.679 1.963
11 H 0.903 -1.596 0.398
12 H -1.982 -1.950 -0.363
13 H -0.580 -2.328 -1.275
14 H 0.860 1.697 -3.225
15 H -0.557 2.277 -2.464
16 H 1.132 -1.681 2.844
17 H 2.120 1.411 -1.216
18 H -0.218 0.661 -2.493
19 H -1.053 -0.850 -1.210
20 H 0.186 2.664 1.997

Atomic partial charges in e from the natural (NBO) method, atoms 1 to 6: atom 1 (N): -0.17, atom 2 (N): -0.64, atom 3 (C): -0.05, atom 4 (C): -0.65, atom 5 (C): -0.49, atom 6 (C): 0.09



No. 3
ORCA calculation (ωB97M-V with the def2-TZVPD basis set) on a molecular structure, C6H12N2.

Results
- charge = 0
- 2S+1 = 1
- strongest force on any atom (eV Å⁻¹) = 7.084

Geometry (Å):
1 N 2.603 -0.785 -0.735
2 N -0.801 1.268 1.297
3 C -0.677 0.115 0.578
4 C 2.287 0.683 1.123
5 C 1.823 0.071 0.029
6 C 0.022 0.103 -0.673
7 C -2.198 -0.173 -0.666
8 C -2.769 -1.353 -0.835
9 H 1.652 1.264 1.773
10 H -2.693 0.748 -0.971
11 H 3.601 -0.785 -0.550
12 H -3.773 -1.485 -1.229
13 H 0.041 1.025 -1.239
14 H -1.251 1.217 2.198
15 H -2.263 -2.272 -0.550
16 H -0.773 2.145 0.797
17 H 0.072 -0.841 -1.198
18 H -0.640 -0.790 1.174
19 H 2.399 -0.814 -1.722
20 H 3.339 0.659 1.401

Atomic partial charges in e from the natural (NBO) method, atoms 1 to 6: atom 1 (N): -0.85, atom 2 (N): -0.82, atom 3 (C): 0.05, atom 4 (C): -0.61, atom 5 (C): 0.18, atom 6 (C): -0.39



No. 4
ORCA calculation (ωB97M-V with the def2-TZVPD basis set) on a molecular structure, C6H12N2.

Results
- charge = 0
- 2S+1 = 1
- strongest force on any atom (eV Å⁻¹) = 8.784

Geometry (Å):
1 N -1.073 0.175 1.321
2 N 0.870 -0.348 0.214
3 C -0.106 -0.815 -0.575
4 C 2.410 -0.652 0.175
5 C 0.912 1.058 -0.174
6 C -1.618 -1.273 -0.453
7 C -1.256 0.263 -0.203
8 C -0.626 1.498 -0.520
9 H 2.815 -0.286 -0.754
10 H -0.661 1.797 -1.511
11 H -0.895 2.556 0.046
12 H -2.283 -1.831 0.392
13 H 2.688 -1.815 0.263
14 H 1.547 1.419 -0.989
15 H -0.322 -0.266 1.723
16 H -1.587 -1.643 -1.496
17 H 2.731 0.028 1.110
18 H -0.108 -0.670 -1.808
19 H -2.148 0.060 2.034
20 H 1.348 1.390 0.742

Atomic partial charges in e from the natural (NBO) method, atoms 1 to 6: atom 1 (N): -0.90, atom 2 (N): -0.48, atom 3 (C): -0.03, atom 4 (C): -0.41, atom 5 (C): -0.23, atom 6 (C): -0.35



No. 5
ORCA calculation (ωB97M-V with the def2-TZVPD basis set) on 2 unconnected molecules or ions with the total composition C6H12N2.

Results
- SMILES = CCC(C)=C=N.C=N
- charge = 0
- 2S+1 = 1
- strongest force on any atom (eV Å⁻¹) = 3.297

Geometry (Å):
1 N -3.071 -0.495 -1.236
2 N -0.877 0.891 1.841
3 C 1.582 0.709 -0.654
4 C -0.182 0.312 1.009
5 C 0.540 -1.582 -0.117
6 C -3.444 -0.068 -0.134
7 C 0.529 -0.068 0.010
8 C 2.820 0.909 0.172
9 H -0.307 -1.821 -0.732
10 H -1.753 1.222 1.579
11 H 2.725 0.580 1.269
12 H 1.931 0.108 -1.564
13 H 1.597 -1.888 -0.458
14 H 3.785 0.417 -0.331
15 H -3.897 -0.649 0.748
16 H 0.342 -1.987 0.987
17 H 1.060 1.679 -1.010
18 H 3.031 1.997 0.178
19 H -3.446 1.143 -0.027
20 H -2.962 -1.409 -1.531

Atomic partial charges in e from the natural (NBO) method, atoms 1 to 6: atom 1 (N): -0.63, atom 2 (N): -0.65, atom 3 (C): -0.42, atom 4 (C): 0.42, atom 5 (C): -0.60, atom 6 (C): -0.03



No. 6
ORCA calculation (ωB97M-V with the def2-TZVPD basis set) on C6H12N2 in the gas phase.

Results
- SMILES = CC/C(=N\C)N1CC1
- charge = 0
- 2S+1 = 1
- strongest force on any atom (eV Å⁻¹) = 3.875

Geometry (Å):
1 N -1.231 -0.148 -0.054
2 N 0.723 -1.167 0.167
3 C 0.159 -0.150 -0.334
4 C -0.034 2.416 -0.567
5 C -1.690 -0.404 1.266
6 C 0.665 1.127 -1.125
7 C -1.930 -1.447 0.166
8 C 2.108 -1.488 0.231
9 H -0.866 2.514 -1.224
10 H -1.447 -2.375 0.273
11 H 2.663 -0.546 0.458
12 H -2.925 -1.671 -0.153
13 H 2.405 -1.952 -0.637
14 H -0.950 -0.611 2.037
15 H -0.434 2.141 0.426
16 H 2.388 -2.091 1.153
17 H 0.527 1.042 -2.245
18 H 0.642 3.339 -0.627
19 H 1.736 1.229 -0.967
20 H -2.510 0.244 1.758

Atomic partial charges in e from the natural (NBO) method, atoms 1 to 6: atom 1 (N): -0.48, atom 2 (N): -0.47, atom 3 (C): 0.47, atom 4 (C): -0.61, atom 5 (C): -0.23, atom 6 (C): -0.47



No. 7
ORCA calculation (ωB97M-V with the def2-TZVPD basis set) on C6H12N2 in the gas phase.

Results
- SMILES = C=N[C@@H](C)C(=C)CN
- charge = 0
- 2S+1 = 1
- strongest force on any atom (eV Å⁻¹) = 3.547

Geometry (Å):
1 N 0.172 0.091 2.623
2 N 0.892 -1.081 -1.682
3 C 0.659 -0.528 -2.801
4 C -1.840 -0.304 -0.632
5 C 1.369 1.054 -0.297
6 C 0.682 -0.306 -0.257
7 C -0.740 -0.277 0.128
8 C -0.964 -0.136 1.781
9 H 0.117 0.429 -2.918
10 H 2.308 0.989 -0.856
11 H -1.467 -1.057 2.087
12 H -1.794 -0.349 -1.713
13 H 0.740 1.818 -0.763
14 H 0.706 -0.763 2.757
15 H -2.831 -0.198 -0.201
16 H -1.665 0.697 1.888
17 H 1.634 1.393 0.710
18 H 0.856 -1.065 -3.746
19 H 1.244 -0.972 0.405
20 H -0.080 0.566 3.486

Atomic partial charges in e from the natural (NBO) method, atoms 1 to 6: atom 1 (N): -0.86, atom 2 (N): -0.39, atom 3 (C): -0.09, atom 4 (C): -0.43, atom 5 (C): -0.63, atom 6 (C): -0.11



No. 8
ORCA calculation (ωB97M-V with the def2-TZVPD basis set) on 2 unconnected molecules or ions with the total composition C6H12N2.

Results
- SMILES = Cc1c[nH]cn1.CC
- charge = 0
- 2S+1 = 1
- strongest force on any atom (eV Å⁻¹) = 0.863

Geometry (Å):
1 N -0.176 -2.036 -1.258
2 N 1.994 -1.704 -1.143
3 C 0.052 -1.263 -0.133
4 C 1.034 -2.237 -1.828
5 C -2.278 1.584 0.732
6 C 1.390 -1.081 -0.060
7 C 2.223 -0.445 0.985
8 C -1.054 2.275 0.138
9 H -3.173 2.189 0.628
10 H -1.317 2.863 -0.732
11 H -0.622 2.949 0.879
12 H 1.174 -2.751 -2.763
13 H 1.634 -0.134 1.852
14 H -2.432 0.605 0.279
15 H -0.248 1.581 -0.092
16 H -2.112 1.370 1.790
17 H 2.793 0.416 0.631
18 H 3.001 -1.110 1.361
19 H -1.080 -2.143 -1.688
20 H -0.802 -0.929 0.423

Atomic partial charges in e from the natural (NBO) method, atoms 1 to 6: atom 1 (N): -0.53, atom 2 (N): -0.46, atom 3 (C): -0.12, atom 4 (C): 0.18, atom 5 (C): -0.61, atom 6 (C): 0.10



No. 9
ORCA calculation (ωB97M-V with the def2-TZVPD basis set) on 2 unconnected molecules or ions with the total composition C6H12N2.

Results
- SMILES = Cc1c[nH]cn1.CC
- charge = 0
- 2S+1 = 1
- strongest force on any atom (eV Å⁻¹) = 6.174

Geometry (Å):
1 N 0.812 1.915 -0.689
2 N -0.588 0.530 -1.844
3 C -1.130 0.640 -0.602
4 C -0.281 1.604 0.103
5 C 1.248 -1.748 0.332
6 C 0.931 -1.045 1.661
7 C -2.370 -0.022 -0.294
8 C 0.632 1.174 -1.868
9 H 0.143 -1.629 2.105
10 H 1.642 -0.928 2.450
11 H -0.466 1.931 1.174
12 H 1.415 1.340 -2.726
13 H 0.608 0.040 1.444
14 H 0.417 -2.501 0.199
15 H -2.184 -0.772 0.396
16 H 1.515 2.640 -0.436
17 H 2.200 -2.426 0.347
18 H -2.925 -0.447 -1.200
19 H 1.371 -1.027 -0.452
20 H -2.991 0.731 -0.102

Atomic partial charges in e from the natural (NBO) method, atoms 1 to 6: atom 1 (N): -0.54, atom 2 (N): -0.46, atom 3 (C): 0.12, atom 4 (C): -0.13, atom 5 (C): -0.62, atom 6 (C): -0.63



No. 10
ORCA calculation (ωB97M-V with the def2-TZVPD basis set) on 2 unconnected molecules or ions with the total composition C6H12N2.

Results
- SMILES = Cc1c[nH]cn1.CC
- charge = 0
- 2S+1 = 1
- strongest force on any atom (eV Å⁻¹) = 5.023

Geometry (Å):
1 N 1.836 -1.226 0.898
2 N -0.243 -1.740 0.425
3 C -1.387 2.725 0.056
4 C 0.525 -1.275 1.346
5 C 1.832 -1.710 -0.512
6 C 0.503 -1.873 -0.813
7 C -0.368 -2.183 -1.917
8 C -0.448 2.385 1.170
9 H 2.630 -1.697 -1.163
10 H -1.558 2.045 -0.791
11 H -1.071 3.662 -0.500
12 H 0.288 -1.027 2.365
13 H -0.662 1.290 1.497
14 H -2.398 2.797 0.553
15 H -0.481 3.145 1.930
16 H -1.531 -2.339 -1.751
17 H -0.370 -1.338 -2.666
18 H -0.185 -3.206 -2.248
19 H 0.548 2.245 0.798
20 H 2.539 -0.681 1.324

Atomic partial charges in e from the natural (NBO) method, atoms 1 to 6: atom 1 (N): -0.56, atom 2 (N): -0.48, atom 3 (C): -0.61, atom 4 (C): 0.19, atom 5 (C): -0.11, atom 6 (C): 0.09



In eV, the highest occupied orbital energy values for the records above are, in order, -8.5, -7.5, -7.2, -8.3, -8.2, -8.9, -8.9, -8.7, -8.1, -8.9.
In eV, the HOMO-LUMO gap values for the records above are, in order, 9.64, 8.42, 8.31, 9.35, 9.20, 9.95, 9.85, 9.59, 8.96, 9.85.